[1]
The following is a DFT calculation (ωB97M-V/def2-TZVPD) of 2 unconnected molecules or ions with the total composition C16H16F3NO4S2.

The HOMO energy is -0.3271 Eh. The energy above the lowest of the compared OMol25 structures with the same formula, charge and spin is 0.0 kcal per mole. The SMILES is C=C(S(=O)(=O)c1ccccc1)S(=O)(=O)c1ccccc1.NCC(F)(F)F. The value obtained for the LUMO energy is -0.87 eV.

Element x y z (Å)
C 1.58 -3.17 2.15
C 2.11 -2.38 1.12
C 2.28 -1.01 1.30
C 1.83 -0.42 2.48
S 1.67 1.36 2.58
C -0.06 1.71 2.48
C -0.56 2.77 3.15
S -1.06 0.97 1.22
C -2.37 -0.01 1.94
C -2.27 -1.40 1.85
C -3.14 -2.17 2.62
C -4.19 -1.56 3.32
C -4.37 -0.17 3.24
C -3.45 0.63 2.56
O -1.70 1.98 0.40
O -0.16 0.01 0.59
O 2.14 1.80 3.86
O 2.28 1.86 1.37
C 1.44 -1.20 3.57
C 1.27 -2.58 3.38
H 1.41 -4.25 1.99
H 2.40 -2.83 0.16
H 2.74 -0.40 0.52
H -1.57 3.13 3.01
H 0.02 3.23 3.94
H -1.53 -1.83 1.18
H -3.02 -3.25 2.63
H -4.91 -2.17 3.89
H -5.25 0.30 3.68
H -3.56 1.71 2.49
H 1.26 -0.72 4.53
H 0.89 -3.19 4.21
F 0.43 3.85 -4.29
C 0.68 2.76 -3.48
F 0.25 1.65 -4.17
F 2.04 2.68 -3.35
C 0.00 2.89 -2.14
N 0.80 2.17 -1.19
H -0.10 3.98 -1.98
H -0.98 2.41 -2.25
H 1.62 2.69 -0.87
H 0.26 1.80 -0.42


[2]
The following is a DFT calculation (ωB97M-V/def2-TZVPD) of a gas-phase ion, C16H16N (charge +1).

As for the net charge: +1. The HOMO energy is -0.4455 Eh. The energy above the lowest of the compared OMol25 structures with the same formula, charge and spin is 32.0 kcal per mole. The SMILES is CC#[N+][C@H](c1ccccc1)c1ccc(C)cc1. The value obtained for the LUMO energy is -3.20 eV.

Element x y z (Å)
C -3.90 1.33 0.51
C -2.46 1.20 0.45
N -1.30 1.14 0.48
H -4.18 2.39 0.52
H -4.32 0.84 -0.38
H -4.27 0.83 1.41
C 1.00 -4.34 2.46
C 0.92 -2.98 1.83
C 1.24 -1.83 2.58
C 1.07 -0.56 2.02
C 0.55 -0.41 0.73
C 0.14 0.99 0.32
C 0.54 1.53 -1.05
C 0.79 2.91 -1.11
C 0.86 3.56 -2.35
C 0.67 2.82 -3.53
C 0.56 1.42 -3.46
C 0.56 0.77 -2.22
C 0.28 -1.54 -0.04
C 0.53 -2.82 0.49
H 0.78 -5.12 1.73
H 1.99 -4.54 2.89
H 0.28 -4.43 3.28
H 1.63 -1.93 3.59
H 1.33 0.36 2.56
H 0.59 1.67 1.05
H 0.96 3.42 -0.16
H 1.06 4.63 -2.37
H 0.66 3.33 -4.49
H 0.49 0.82 -4.37
H 0.65 -0.31 -2.15
H -0.10 -1.44 -1.06
H 0.41 -3.69 -0.15


[3]
The following is a DFT calculation (ωB97M-V/def2-TZVPD) of C16H16N2O3S2 in the gas phase.

The HOMO energy is -0.3230 Eh. The energy above the lowest of the compared OMol25 structures with the same formula, charge and spin is 0.0 kcal per mole. The SMILES is C[C@@H]1Sc2ccc(S(=O)(=O)NCc3ccccc3)cc2NC1=O. The value obtained for the LUMO energy is 0.22 eV.

Element x y z (Å)
C -4.19 -2.31 0.43
C -3.49 -3.51 -0.21
C -3.19 -3.22 -1.67
O -3.87 -3.65 -2.57
N -2.14 -2.39 -1.90
C -1.20 -1.92 -0.99
C -0.40 -0.83 -1.33
C 0.59 -0.41 -0.46
C 0.82 -1.05 0.74
C 0.02 -2.12 1.10
C -0.99 -2.56 0.24
S -1.97 -3.94 0.70
H 0.17 -2.64 2.03
H 1.62 -0.70 1.37
S 1.55 1.01 -0.94
O 1.80 0.98 -2.35
O 2.67 1.15 -0.04
N 0.40 2.22 -0.71
H 0.61 2.99 -1.32
C 0.18 2.61 0.66
C 1.33 3.36 1.28
C 2.00 2.86 2.39
C 3.08 3.54 2.92
C 3.50 4.73 2.35
C 2.84 5.23 1.25
C 1.76 4.55 0.72
H 1.24 4.96 -0.14
H 3.17 6.16 0.80
H 4.35 5.25 2.76
H 3.59 3.14 3.78
H 1.67 1.93 2.83
H -0.02 1.69 1.22
H -0.73 3.23 0.68
H -0.52 -0.32 -2.27
H -2.02 -2.09 -2.86
H -4.13 -4.39 -0.15
H -4.43 -2.54 1.47
H -5.11 -2.10 -0.10
H -3.55 -1.43 0.41


Number 1: E_tot -56352.1600 eV. Number 2: E_tot -18334.2135 eV. Number 3: E_tot -47645.3925 eV.